DFT (ωB97M-V with the def2-TZVPD basis set) results for the molecule C19H26F3N3O4S.

Properties
Largest force on an atom ... 0.77 eV Å⁻¹
Charge ... 0
SMILES string ... CCCCC(=O)N[C@](Nc1sc2c(c1C(N)=O)CCCC2)(C(=O)OCC)C(F)(F)F
E_HOMO ... -8.052 eV
Molecular weight ... 449.5 g mol⁻¹
Energy relative to the best compared isomer or geometry (same formula, charge and spin) ... 2.0 kcal/mol
E_LUMO ... 0.0230 Eh

```
56
Properties=species:S:1:pos:R:3:forces:R:3:nbo_charge:R:1
S -0.8247 0.4299 -2.4518 -0.156 0.164 0.637 0.4209
F 4.0041 2.3744 -0.1993 0.079 -0.097 -0.356 -0.3203
F 2.1923 2.8605 0.8227 -0.278 -0.016 -0.008 -0.3250
F 3.5659 1.4611 1.6953 -0.004 -0.194 0.138 -0.3090
O 2.1311 -1.9426 -0.5763 -0.220 -0.478 -0.238 -0.6167
O 4.3478 -0.5235 -0.1655 0.125 0.013 0.230 -0.5040
O 0.0418 1.4510 2.1198 0.045 0.037 0.446 -0.6452
O 3.4504 -0.0687 -2.1897 0.268 -0.074 -0.112 -0.6198
N 1.4106 1.2588 -1.1909 0.358 -0.172 -0.542 -0.6388
N -0.7878 3.3899 1.3454 0.050 0.365 0.207 -0.7956
N 1.6858 -0.1901 0.7429 0.144 0.367 0.055 -0.6530
C -2.3505 0.6851 -1.6616 0.373 0.083 -0.071 -0.1886
C 6.4881 -0.2495 -1.3040 -0.351 -0.089 0.153 -0.6364
C -3.1967 -2.6569 1.3808 0.184 -0.134 0.146 -0.5993
C 5.4512 -1.2205 -0.7621 0.312 -0.119 -0.305 -0.0707
C 0.0363 1.1118 -1.0974 -0.286 0.154 -0.010 0.0657
C 1.5645 -1.4965 0.4037 -0.094 -0.106 0.416 0.7109
C -2.1933 1.2546 -0.4399 -0.073 -0.187 -0.164 -0.0347
C -0.7938 -2.0319 0.9511 0.030 -0.275 0.284 -0.3908
C 2.3088 0.6894 -0.2006 0.123 -0.329 0.030 0.0969
C -0.8238 1.5005 -0.1059 0.247 -0.218 -0.348 -0.2730
C -3.6531 0.3300 -2.2923 -0.148 -0.087 -0.064 -0.4322
C 3.0206 1.8437 0.5415 0.235 0.429 0.361 0.9708
C -3.3581 1.5455 0.4566 -0.171 0.066 -0.061 -0.4280
C -0.4535 2.0951 1.2072 -0.199 0.053 -0.276 0.7099
C 3.4193 -0.0884 -0.9889 -0.343 0.670 -0.151 0.8586
C 0.6731 -2.3028 1.3097 -0.137 0.004 -0.243 -0.4793
C -4.6625 1.5335 -0.3396 0.018 -0.212 0.167 -0.3876
C -4.7421 0.2886 -1.2191 -0.010 0.200 -0.161 -0.3870
C -1.7422 -2.9269 1.7444 -0.066 0.230 -0.228 -0.3890
H -1.5067 -3.9738 1.5425 0.059 -0.050 0.067 0.1957
H 7.3399 -0.8047 -1.6859 0.123 -0.048 -0.044 0.2154
H -3.5768 -0.6338 -2.8000 -0.056 0.007 -0.042 0.2197
H -5.5102 1.5636 0.3468 -0.019 0.069 -0.024 0.2113
H 6.0601 0.3416 -2.1093 0.019 0.030 -0.067 0.2269
H -5.7219 0.2240 -1.6943 -0.010 -0.069 0.015 0.2117
H -1.0290 -0.9858 1.1556 -0.033 0.071 -0.076 0.2082
H -3.2256 2.5098 0.9514 -0.023 -0.064 0.047 0.2194
H -3.8603 -3.3126 1.9393 -0.144 -0.024 0.013 0.2105
H 0.8996 -3.3594 1.1633 0.075 0.056 0.027 0.2280
H 1.0990 0.2316 1.4741 0.112 -0.177 -0.214 0.4552
H -1.5948 -2.7515 2.8121 0.050 -0.070 0.062 0.1959
H -4.6074 -0.5985 -0.5980 -0.026 -0.084 0.027 0.2020
H 5.8590 -1.8306 0.0456 -0.082 0.034 -0.116 0.1928
H 6.8220 0.4206 -0.5157 0.086 0.049 0.060 0.2128
H 5.0616 -1.8615 -1.5579 0.049 0.009 0.162 0.2031
H -0.5054 3.8684 2.1863 -0.025 -0.036 -0.004 0.4077
H 1.7629 1.0153 -2.1198 0.036 0.091 0.293 0.4260
H -0.9394 -2.2068 -0.1176 -0.012 0.070 -0.068 0.2070
H -4.7093 2.4221 -0.9727 -0.047 0.078 -0.014 0.1966
H -3.4604 -1.6268 1.6106 -0.085 0.130 -0.004 0.1962
H -1.0598 3.9378 0.5481 0.033 -0.073 -0.025 0.4053
H 0.8582 -2.0305 2.3489 0.013 -0.034 0.077 0.2187
H -3.3599 -2.8256 0.3185 -0.074 0.004 -0.129 0.2009
H -3.3978 0.7842 1.2427 -0.021 0.043 0.083 0.2123
H -3.9073 1.0777 -3.0512 -0.052 -0.059 -0.034 0.2110
```
Positions in Å, forces in eV/Å.